Record 1
The following is a DFT calculation (ωB97M-V with the def2-TZVPD basis set) of the molecule C13H15ClN2O4.

Each line ends with the Löwdin charge.
Geometry (Å):
N -1.74 -0.24 2.54  0.158
C -2.33 -0.39 1.34  -0.247
C -3.65 0.04 1.14  -0.052
C -4.27 -0.15 -0.07  -0.673
Cl -5.89 0.40 -0.28  0.688
C -3.62 -0.77 -1.13  -0.114
C -2.32 -1.19 -0.95  -0.019
C -1.65 -1.02 0.26  -0.089
C -0.26 -1.43 0.40  -0.422
O 0.38 -1.41 1.44  0.121
O 0.30 -1.82 -0.76  -0.024
C 1.66 -2.20 -0.69  -0.053
C 2.58 -1.16 -0.05  -0.450
O 3.43 -1.50 0.75  0.074
N 2.44 0.13 -0.44  -0.044
C 1.61 0.65 -1.50  -0.100
C 0.53 1.58 -0.89  -0.164
O 0.90 2.01 0.40  -0.125
C 2.25 2.38 0.46  -0.174
C 3.17 1.15 0.28  -0.094
H -2.18 0.32 3.25  0.110
H -0.76 -0.50 2.63  0.087
H -4.17 0.53 1.95  0.110
H -4.13 -0.92 -2.07  0.100
H -1.80 -1.68 -1.76  0.121
H 1.77 -3.11 -0.09  0.143
H 1.97 -2.41 -1.72  0.141
H 2.26 1.23 -2.17  0.130
H 1.14 -0.15 -2.07  0.121
H -0.42 1.06 -0.77  0.110
H 0.38 2.45 -1.55  0.126
H 2.40 2.82 1.45  0.126
H 2.47 3.14 -0.30  0.122
H 4.08 1.43 -0.26  0.131
H 3.45 0.72 1.24  0.125

## Properties
**Gap between HOMO and LUMO**: 0.3212 Eh
**E_LUMO**: 0.36 eV
**HOMO level**: -8.382 eV
**SMILES**: Nc1cc(Cl)ccc1C(=O)OCC(=O)N1CCOCC1
**Total charge**: 0
**Total energy**: -37417.623 eV
**Energy above the lowest of the compared OMol25 structures with the same formula, charge and spin**: 0.228 eV

***

Record 2
The following is a DFT calculation (ωB97M-V with the def2-TZVPD basis set) of the molecule C13H15ClN4O3S2 in a non-equilibrium geometry.

Each line ends with the Löwdin charge.
Geometry (Å):
C -4.88 -0.47 0.52  -0.085
C -4.53 -1.70 -0.32  -0.149
C -3.06 -1.69 -0.65  -0.488
O -2.59 -1.42 -1.73  0.012
N -2.24 -1.99 0.41  0.122
C -0.88 -1.88 0.31  -0.550
N -0.07 -1.99 1.31  0.021
N 1.19 -1.78 0.97  -0.010
C 1.36 -1.55 -0.29  -0.626
S 2.84 -0.84 -0.98  0.644
O 2.60 -0.68 -2.38  -0.282
O 4.01 -1.56 -0.58  -0.257
N 2.81 0.66 -0.22  -0.171
C 3.62 0.76 0.99  -0.250
C 5.08 0.98 0.62  -0.074
C 1.52 1.21 -0.25  -0.306
C 0.98 1.56 -1.49  -0.039
C -0.33 1.99 -1.58  -0.097
C -1.11 2.08 -0.44  -0.675
Cl -2.76 2.57 -0.55  0.697
C -0.58 1.77 0.80  -0.096
C 0.73 1.33 0.90  -0.028
S -0.11 -1.53 -1.22  1.187
H -5.95 -0.46 0.72  0.077
H -4.62 0.44 -0.01  0.040
H -4.36 -0.48 1.48  0.072
H -5.08 -1.68 -1.25  0.122
H -4.77 -2.61 0.23  0.118
H -2.61 -2.20 1.33  0.160
H 3.51 -0.16 1.58  0.117
H 3.25 1.61 1.56  0.121
H 5.17 1.86 -0.01  0.080
H 5.46 0.12 0.07  0.060
H 5.66 1.12 1.52  0.077
H 1.58 1.46 -2.37  0.115
H -0.76 2.24 -2.54  0.113
H -1.19 1.84 1.69  0.109
H 1.12 1.05 1.86  0.117

## Properties
**Gap between HOMO and LUMO**: 0.3365 Eh
**E_LUMO**: 0.26 eV
**HOMO level**: -8.897 eV
**SMILES**: CCC(=O)Nc1nnc(S(=O)(=O)N(CC)c2ccc(Cl)cc2)s1
**Total charge**: 0
**Total energy**: -60019.632 eV

***

Record 3
The following is a DFT calculation (ωB97M-V with the def2-TZVPD basis set) of a structure of composition C13H15F3N2NbO6S in a non-equilibrium geometry.

Each line ends with the Löwdin charge.
Geometry (Å):
O 2.88 -0.04 -1.45  -0.455
S 2.67 -0.33 -0.04  0.429
O 2.68 -1.77 0.14  -0.463
Nb 0.24 0.41 0.47  0.920
C 4.05 0.45 0.98  -0.822
F 4.95 1.03 0.25  0.154
F 3.55 1.36 1.77  0.107
F 4.62 -0.44 1.75  0.144
H 0.74 1.71 1.64  -0.130
H 0.25 -0.74 1.91  -0.161
H -0.56 -0.93 -0.48  -0.163
H 0.43 1.54 -0.96  -0.138
H -1.45 0.98 0.82  -0.160
C 2.47 -4.47 -3.35  -0.067
C 2.29 -4.16 -2.01  -0.048
C 1.26 -4.75 -1.29  0.016
C 0.43 -5.65 -1.94  -0.149
C 0.59 -5.96 -3.27  -0.022
C 1.62 -5.37 -3.98  -0.081
N -0.65 -6.30 -1.18  -0.354
O -0.79 -6.00 -0.01  0.081
O -1.35 -7.11 -1.77  0.052
H 3.28 -4.01 -3.90  0.106
H 2.95 -3.45 -1.52  0.090
H 1.12 -4.50 -0.25  0.125
H -0.07 -6.66 -3.76  0.112
H 1.76 -5.61 -5.03  0.100
C -4.64 5.52 2.30  -0.087
C -4.38 4.37 1.58  -0.068
C -3.07 4.03 1.27  0.002
C -2.04 4.85 1.70  -0.139
C -2.29 6.00 2.42  -0.011
C -3.60 6.34 2.72  -0.080
N -0.66 4.47 1.39  -0.343
O -0.49 3.47 0.75  -0.078
O 0.24 5.20 1.82  0.060
H -5.67 5.78 2.54  0.100
H -5.19 3.73 1.25  0.106
H -2.86 3.13 0.71  0.100
H -1.48 6.64 2.74  0.115
H -3.81 7.24 3.28  0.101

## Properties
**Gap between HOMO and LUMO**: 0.2665 Eh
**E_LUMO**: 1.66 eV
**HOMO level**: -5.588 eV
**Total charge**: -1
**Total energy**: -49515.843 eV

***

Record 4
The following is a DFT calculation (ωB97M-V with the def2-TZVPD basis set) of a cluster of 5 separate species, C13H15F3N2O9 in total in a non-equilibrium geometry.

Each line ends with the Löwdin spin population.
Geometry (Å):
C -2.04 2.66 -3.67  0.000
C -1.26 2.15 -4.87  0.000
O -2.19 1.30 -5.39  0.000
C -3.40 1.37 -4.88  0.000
O -4.36 0.70 -5.27  0.000
O -3.33 2.37 -4.00  0.000
F -0.25 1.41 -4.34  0.000
H -1.84 3.73 -3.61  0.000
H -1.78 2.18 -2.73  0.000
H -0.90 2.90 -5.57  0.000
C 4.03 0.90 2.60  0.008
C 3.16 2.07 2.03  0.004
O 2.38 2.42 3.20  0.015
C 2.36 1.41 4.02  0.050
O 1.74 1.29 5.13  0.683
O 3.33 0.53 3.71  0.027
F 2.28 1.76 1.07  0.000
H 5.00 1.23 2.97  0.000
H 4.04 0.00 1.99  0.003
H 3.82 2.87 1.70  0.001
C 0.16 -0.04 -0.11  0.000
C -0.54 -1.32 -0.44  0.000
O -1.09 -1.56 0.83  0.000
C -0.96 -0.47 1.70  0.000
O -1.32 -0.41 2.89  0.002
O -0.10 0.34 1.20  0.000
F 0.34 -2.30 -0.73  0.000
H -0.10 0.68 -0.88  0.000
H 1.24 -0.09 -0.26  0.000
H -1.20 -1.20 -1.29  0.000
C -1.44 -1.00 5.95  0.017
C -1.99 0.37 6.12  0.060
N -2.40 1.41 6.26  0.118
H -1.80 -1.36 4.98  0.002
H -1.76 -1.59 6.80  0.002
H -0.35 -0.95 5.93  0.009
C 0.71 -4.67 -3.87  0.000
C -0.21 -3.57 -3.70  0.000
N -0.98 -2.67 -3.55  0.000
H 0.24 -5.65 -3.76  0.000
H 1.64 -4.60 -3.30  0.000
H 1.13 -4.62 -4.87  0.000

## Properties
**Gap between HOMO and LUMO (alpha / beta)**: 0.3205 / 0.0840 Eh
**E_LUMO (alpha / beta)**: -4.07 / -10.51 eV
**HOMO level (alpha / beta)**: -12.793 / -12.793 eV
**2S+1**: 2
**Total charge**: +1
**Total energy**: -43271.057 eV

***

Record 5
The following is a DFT calculation (ωB97M-V with the def2-TZVPD basis set) of a cluster of 5 separate species, C13H15F4NO14 in total in a non-equilibrium geometry.

Each line ends with the Löwdin charge.
Geometry (Å):
O 4.72 -3.40 4.04  0.191
C 4.12 -2.86 3.18  -0.558
O 3.33 -1.77 3.33  0.073
C 2.38 -1.86 2.24  -0.069
C 3.28 -2.39 1.14  -0.280
F 4.01 -1.35 0.62  0.048
O 4.15 -3.24 1.87  0.133
H 1.56 -2.50 2.55  0.137
H 1.98 -0.87 2.04  0.136
H 2.74 -2.89 0.34  0.155
O 2.66 2.84 -4.67  0.186
C 3.14 2.15 -3.84  -0.554
O 2.52 1.59 -2.81  0.079
C 3.41 0.70 -2.12  -0.053
C 4.72 0.78 -2.95  -0.288
F 4.84 -0.39 -3.67  0.050
O 4.47 1.80 -3.86  0.138
H 3.52 1.14 -1.12  0.133
H 3.11 -0.33 -1.94  0.129
H 5.57 0.90 -2.29  0.168
O -3.59 -2.37 -1.74  0.171
C -4.03 -2.25 -0.64  -0.558
O -5.35 -2.21 -0.37  0.089
C -5.51 -1.75 0.96  -0.054
C -4.18 -2.10 1.61  -0.283
F -4.15 -3.26 2.32  0.077
O -3.30 -2.21 0.49  0.112
H -5.66 -0.66 0.94  0.140
H -6.39 -2.16 1.44  0.144
H -3.83 -1.29 2.25  0.169
O -3.17 1.70 0.16  0.159
C -2.76 2.78 0.48  -0.562
O -3.38 3.94 0.19  0.105
C -2.51 4.98 0.55  -0.077
C -1.19 4.33 0.93  -0.294
F -0.73 4.79 2.12  0.081
O -1.56 2.96 1.03  0.149
H -2.30 5.67 -0.27  0.141
H -2.83 5.66 1.34  0.144
H -0.41 4.48 0.19  0.170
C -0.72 -0.78 -1.20  0.060
N -0.24 -1.96 -0.43  -0.419
O -0.40 -1.96 0.77  0.050
O 0.45 -2.78 -1.01  0.061
H 0.15 -0.18 -1.44  0.093
H -1.43 -0.19 -0.63  0.080
H -1.21 -1.20 -2.08  0.098

## Properties
**Gap between HOMO and LUMO**: 0.4087 Eh
**E_LUMO**: -0.15 eV
**HOMO level**: -11.269 eV
**SMILES**: O=C1OC[C@@H](F)O1.O=C1OC[C@@H](F)O1.O=C1OC[C@@H](F)O1.O=C1OC[C@@H](F)O1.C[N+](=O)[O-]
**Total charge**: 0
**Total energy**: -54746.812 eV
**Energy above the lowest of the compared OMol25 structures with the same formula, charge and spin**: 0.000 eV

***

Record 6
The following is a DFT calculation (ωB97M-V with the def2-TZVPD basis set) of a structure of composition C13H15FMoN2O7SSe.

Each line ends with the Löwdin charge.
Geometry (Å):
Mo -0.10 0.75 -0.15  1.698
N 0.97 -1.36 0.72  0.066
C 2.22 -0.80 0.29  -0.347
C 3.46 -1.39 0.32  0.038
C 4.54 -0.65 -0.15  0.007
C 4.34 0.64 -0.63  0.003
C 3.06 1.17 -0.62  -0.057
N 2.03 0.45 -0.16  -0.044
H 1.03 -1.70 1.68  0.124
H 0.71 -2.17 0.15  0.104
H 3.58 -2.40 0.69  0.136
H 5.53 -1.08 -0.15  0.134
H 5.16 1.23 -1.00  0.131
H 2.84 2.17 -0.96  0.109
F -4.75 2.01 3.41  0.231
C -3.68 1.79 2.72  -0.112
C -3.08 0.55 2.78  0.076
C -1.78 0.43 2.34  0.042
C -1.03 1.51 1.77  -0.357
C 0.40 1.49 1.83  -0.076
C -1.76 2.76 1.45  -0.177
C -3.17 2.92 1.96  -0.082
H -3.59 -0.27 3.28  0.152
H -1.28 -0.52 2.48  0.136
H 0.88 0.73 2.44  0.094
H 0.94 2.42 1.76  0.067
H -1.18 3.67 1.31  0.123
H -3.59 3.90 2.16  0.181
C -2.40 -0.87 -2.93  -0.087
S -1.40 -1.22 -1.54  0.550
O -1.86 -0.34 -0.38  -0.431
O -0.03 -0.60 -1.76  -0.420
O -1.38 -2.60 -1.24  -0.215
H -2.40 0.21 -3.11  0.091
H -3.40 -1.23 -2.70  0.099
H -1.98 -1.42 -3.77  0.101
O 2.15 4.02 0.52  -0.591
Se 1.54 5.50 0.52  1.265
O -2.88 2.61 0.60  0.070
O -0.13 2.21 -0.89  -0.288
O 0.03 5.48 1.02  -0.546

## Properties
**Gap between HOMO and LUMO**: 0.2856 Eh
**E_LUMO**: -8.35 eV
**HOMO level**: -16.119 eV
**Total charge**: +2
**Total energy**: -111774.485 eV
**Energy above the lowest of the compared OMol25 structures with the same formula, charge and spin**: 0.000 eV